# 1
Density functional theory data (the ωB97M-V functional and the def2-TZVPD basis) for a molecular structure, C32H21Br2IrN7O3 in a non-equilibrium geometry.

Calculated values
HOMO level (alpha / beta) ... -9.582 / -9.586 eV
Total charge ... +1
E_LUMO (alpha / beta) ... -0.1271 / -0.1272 Ha
Maximum force ... 2.50 eV/Å
Electronic energy ... -7093.1941 Eh
Energy above the lowest of the compared OMol25 structures with the same formula, charge and spin ... 62.2 kcal per mole

Last column: Löwdin charge in e.
Positions of all 66 atoms, in Å:
Ir  1.569  0.646  0.736  1.4461
Br  -0.882  -2.136  1.218  0.9212
Br  -4.495  -5.019  0.619  0.7428
O  1.289  0.057  -1.229  -0.2072
O  2.735  4.508  -0.321  0.1489
O  1.005  4.551  1.862  0.1474
N  3.437  1.069  -0.504  0.0041
N  -0.634  0.894  0.410  -0.0062
N  -3.644  0.468  -3.477  0.0831
N  1.831  2.668  0.757  -0.0186
N  -4.638  -0.117  -2.983  0.0785
N  1.807  -1.505  1.116  -0.1056
N  1.085  1.138  2.704  -0.0681
C  -2.429  0.756  -2.843  -0.2247
C  -1.604  1.167  1.256  -0.1343
C  -0.057  0.657  4.736  -0.0258
C  1.309  -3.828  0.812  -0.0820
C  2.654  -4.133  0.746  -0.0184
C  -3.512  -2.206  -2.256  -0.0193
C  -2.933  1.314  0.842  -0.0100
C  5.128  1.870  -2.535  -0.0148
C  0.006  2.892  3.905  0.0239
C  -5.681  -1.610  -1.410  -0.0197
C  4.209  0.178  -1.133  -0.1044
C  1.183  3.368  1.758  -0.4284
C  5.068  0.539  -2.151  -0.0206
C  4.314  2.787  -1.895  0.0351
C  -2.236  0.874  -1.416  -0.0728
C  0.168  0.482  -1.765  -0.3513
C  3.119  -1.830  1.097  -0.1486
C  2.630  3.325  -0.152  -0.4264
C  -0.412  1.993  4.871  -0.0160
C  -4.563  -3.549  -0.571  -0.7005
C  -0.021  0.696  -3.108  0.0210
C  0.739  2.429  2.836  -0.2084
C  0.699  0.270  3.650  -0.1143
C  -0.923  0.747  -0.914  -0.1629
C  3.479  2.348  -0.891  -0.1757
C  -3.506  -3.326  -1.442  -0.1401
C  0.938  -2.506  1.002  -0.7050
C  -4.586  -1.309  -2.213  -0.2699
C  3.578  -3.110  0.910  -0.0329
C  -3.248  1.174  -0.488  0.0313
C  -5.661  -2.713  -0.569  -0.1179
C  -1.311  0.869  -3.637  0.0044
H  -2.700  -2.040  -2.952  0.1186
H  -1.005  2.323  5.714  0.1246
H  -0.359  -0.081  5.467  0.1217
H  3.806  -1.011  1.264  0.1060
H  -4.268  1.318  -0.819  0.1259
H  -0.225  3.948  3.955  0.1372
H  -1.338  1.272  2.300  0.0966
H  4.307  3.839  -2.147  0.1343
H  5.685  -0.211  -2.624  0.1182
H  1.021  -0.755  3.527  0.1054
H  -6.539  -0.946  -1.429  0.1195
H  0.549  -4.592  0.735  0.1127
H  -1.463  0.970  -4.706  0.1243
H  5.803  2.186  -3.320  0.1227
H  0.847  0.657  -3.756  0.1252
H  -3.695  1.547  1.573  0.1186
H  -6.499  -2.921  0.084  0.1070
H  -2.682  -4.026  -1.487  0.1002
H  4.641  -3.309  0.903  0.1237
H  4.133  -0.851  -0.815  0.0939
H  2.976  -5.155  0.593  0.1270

---

# 2
Density functional theory data (the ωB97M-V functional and the def2-TZVPD basis) for 2 unconnected molecules or ions with the total composition C10H19NOS in a non-equilibrium geometry.

Calculated values
HOMO level (alpha / beta) ... -7.805 / -6.758 eV
Total charge ... 0
E_LUMO (alpha / beta) ... 0.0213 / 0.0045 Ha
Maximum force ... 4.73 eV/Å
Electronic energy ... -920.4262 Eh
Energy above the lowest of the compared OMol25 structures with the same formula, charge and spin ... 127.8 kcal per mole

Last column: Löwdin charge in e.
Positions of all 32 atoms, in Å:
S  -1.454  1.694  -1.677  0.7732
O  1.164  -1.550  -1.362  -0.0554
N  1.983  0.023  0.063  -0.1201
C  -2.008  -1.709  0.638  -0.0370
C  3.264  1.438  1.424  -0.2038
C  -2.250  -0.326  0.053  -0.5103
C  -1.437  -1.022  -2.248  -0.1545
C  -1.588  0.008  -1.259  -0.6829
C  1.827  1.136  1.004  -0.1392
C  4.106  1.058  0.234  -0.1457
C  -3.654  0.050  0.089  -0.0935
C  3.395  -0.270  -0.215  -0.1026
C  1.011  -0.573  -0.556  -0.1977
H  3.527  -1.066  0.552  0.1441
H  -0.424  -1.537  -2.137  0.0684
H  -2.772  -2.298  0.150  0.0873
H  5.113  0.774  0.513  0.0946
H  1.281  2.120  0.740  0.1486
H  3.424  -0.599  -1.193  0.0907
H  -2.140  -1.931  -2.323  0.1256
H  -1.242  -0.573  -3.207  0.0577
H  -4.235  -0.777  -0.197  0.0678
H  -3.915  0.872  -0.447  0.0350
H  -2.236  1.470  -2.856  -0.0564
H  -3.860  0.133  1.182  0.1130
H  -2.128  -1.789  1.615  0.0329
H  -1.024  -2.022  0.457  0.0581
H  4.181  1.834  -0.664  0.1563
H  1.460  0.673  1.939  0.1213
H  3.475  0.892  2.247  0.0718
H  -1.731  0.429  0.749  0.1368
H  3.356  2.477  1.732  0.1158

---

# 3
Density functional theory data (the ωB97M-V functional and the def2-TZVPD basis) for 9 unconnected molecules or ions with the total composition C34H64O27 in a non-equilibrium geometry.

Calculated values
HOMO level (alpha / beta) ... 0.251 / -8.328 eV
Total charge ... -1
E_LUMO (alpha / beta) ... 0.0639 / 0.0638 Ha
Maximum force ... 7.04 eV/Å
Electronic energy ... -3365.2882 Eh
2S+1 ... 2

Last column: Löwdin spin population.
Positions of all 125 atoms, in Å:
O  1.254  -0.714  4.829  0.0092
O  -4.511  0.428  -0.611  0.0006
O  -0.744  3.879  6.432  0.0020
O  0.107  -2.046  6.139  0.0668
O  2.071  -4.311  -4.356  0.0001
O  -2.725  4.634  -2.114  0.0001
O  0.412  1.475  -4.202  0.0000
O  -1.069  -0.528  1.666  0.0029
O  0.582  -3.638  -5.942  0.0000
O  0.184  0.543  0.096  0.0003
O  -0.260  5.868  5.763  0.0006
O  3.955  1.195  1.918  0.0012
O  -0.498  4.842  -1.522  0.0000
O  0.094  1.551  -6.334  0.0000
O  -0.007  -4.503  2.172  0.0134
O  0.043  4.172  4.259  0.0007
O  6.034  1.329  2.808  0.0013
O  -3.123  -1.239  -1.215  0.0002
O  -0.352  -1.730  0.034  0.0006
O  5.695  0.763  0.540  0.0003
O  -0.989  4.975  -3.631  0.0000
O  -1.553  -5.596  3.154  0.0242
O  -1.715  1.324  -4.981  0.0000
O  -0.632  -6.425  1.324  0.0023
O  -4.590  -1.357  0.600  0.0036
O  1.862  -1.041  7.009  0.0186
O  1.356  -5.796  -5.816  0.0000
C  -0.726  -5.610  2.166  0.0060
C  0.084  -2.107  -1.183  0.0003
C  0.133  6.888  4.823  0.0012
C  2.271  -2.950  -3.987  0.0001
C  0.263  1.889  -8.664  0.0000
C  6.986  0.895  0.031  0.0003
C  -3.916  -2.454  1.265  0.0060
C  -1.534  4.851  -2.413  0.0000
C  0.127  1.348  -2.876  0.0000
C  -0.415  -3.637  3.280  0.0125
C  5.309  1.098  1.873  0.0014
C  -0.935  2.475  6.252  0.0141
C  -0.091  -3.584  -1.157  0.0005
C  -1.131  -4.665  4.118  0.0581
C  -0.819  -2.935  -7.792  0.0000
C  -0.236  4.577  5.372  0.0031
C  -0.527  1.463  -5.131  0.0000
C  3.067  0.978  0.887  0.0007
C  -1.808  4.836  -4.789  0.0000
C  -1.198  3.485  0.443  0.0007
C  -0.326  -0.488  0.560  0.0005
C  -0.615  4.801  -0.065  0.0003
C  -4.322  -3.859  0.794  0.0026
C  -0.757  1.920  7.644  0.0521
C  0.991  -1.192  5.940  0.0253
C  7.537  -0.534  -0.236  0.0003
C  1.326  -4.672  -5.423  0.0000
C  -3.982  1.313  -1.650  0.0001
C  -3.980  -0.776  -0.486  0.0005
C  1.319  -1.738  8.109  0.1116
C  -0.645  1.401  -7.572  0.0000
C  -0.502  -4.052  -6.734  0.0000
C  -1.158  0.627  2.552  0.0073
C  0.516  -2.713  7.392  0.2085
H  -2.613  5.564  -4.888  0.0000
H  -1.816  2.178  5.684  0.0075
H  -0.618  0.843  7.736  0.0159
H  -1.270  -3.298  -8.716  0.0000
H  -5.338  -4.058  1.133  0.0010
H  0.647  -4.031  -0.489  0.0003
H  -2.377  3.906  -4.775  0.0000
H  -1.671  0.315  3.461  0.0096
H  2.055  1.213  1.217  0.0001
H  -1.211  4.607  -5.671  0.0000
H  -0.244  2.066  -9.612  0.0000
H  0.193  0.298  -2.592  0.0000
H  -1.074  -3.957  -0.871  0.0003
H  0.835  -0.995  8.743  0.0250
H  3.027  -0.060  0.557  0.0004
H  0.611  2.817  -8.210  0.0000
H  -0.061  2.076  5.737  0.0019
H  -1.031  3.321  1.508  0.0002
H  -0.432  -5.125  4.817  0.0314
H  2.158  -2.078  8.717  0.0274
H  -0.742  7.395  4.415  0.0002
H  0.278  5.045  0.510  0.0001
H  -2.912  1.271  -1.856  0.0000
H  6.656  -1.107  -0.527  0.0001
H  1.101  1.209  -8.819  0.0000
H  -0.740  2.664  -0.109  0.0000
H  -2.259  3.641  0.249  0.0002
H  3.365  1.510  -0.017  0.0001
H  8.177  -0.652  -1.109  0.0000
H  -1.165  5.728  0.097  0.0001
H  2.617  -2.889  -2.956  0.0001
H  -2.056  -4.281  4.547  0.0283
H  -4.500  1.199  -2.602  0.0000
H  -0.269  -3.167  7.997  0.0938
H  1.042  -3.618  7.086  0.0573
H  -4.297  2.269  -1.232  0.0000
H  -0.834  1.456  -2.372  0.0000
H  0.280  2.208  7.822  0.0044
H  -4.367  -3.824  -0.294  0.0001
H  6.888  1.405  -0.928  0.0000
H  -2.843  -2.336  1.111  0.0003
H  7.743  1.471  0.561  0.0000
H  -4.114  -2.357  2.333  0.0095
H  0.423  -3.167  3.795  0.0079
H  3.069  -2.448  -4.534  0.0000
H  1.105  -1.801  -1.415  0.0001
H  -0.310  -4.975  -7.282  0.0000
H  0.090  -2.481  -8.186  0.0000
H  -1.657  1.803  -7.514  0.0000
H  7.982  -0.909  0.686  0.0000
H  -0.500  -1.614  -1.960  0.0000
H  -1.317  -4.290  -6.051  0.0000
H  -0.791  0.340  -7.774  0.0000
H  0.813  6.695  3.993  0.0001
H  -1.772  1.396  2.084  0.0007
H  0.716  1.903  -2.146  0.0000
H  -0.188  0.973  2.908  0.0006
H  0.572  7.690  5.416  0.0001
H  1.371  -2.340  -3.902  0.0000
H  -1.484  -2.225  -7.300  0.0000
H  -3.773  -4.724  1.165  0.0009
H  -1.093  -2.864  2.919  0.0029
H  -1.343  2.351  8.456  0.0074
H  0.081  -4.087  -2.109  0.0000

---

# 4
Density functional theory data (the ωB97M-V functional and the def2-TZVPD basis) for C5H10O4S in the gas phase in a non-equilibrium geometry.

Calculated values
HOMO level ... -10.378 eV
Structure (SMILES) ... CC(=O)OCCS(C)(=O)=O
Total charge ... 0
E_LUMO ... 0.0182 Ha
Maximum force ... 4.21 eV/Å
Electronic energy ... -895.5652 Eh
Energy above the lowest of the compared OMol25 structures with the same formula, charge and spin ... 59.2 kcal per mole

Last column: Löwdin charge in e.
Positions of all 20 atoms, in Å:
S  2.716  -0.092  -0.348  0.6655
O  3.697  -1.167  -0.078  -0.3784
O  2.713  0.645  -1.627  -0.3644
O  -1.323  -0.678  0.073  -0.0154
O  -2.348  1.258  -0.554  0.0887
C  -2.494  0.133  -0.112  -0.4704
C  0.950  -0.766  -0.259  -0.2209
C  -3.792  -0.547  0.014  0.0147
C  -0.289  0.116  -0.378  -0.3085
C  2.792  1.063  1.209  -0.1556
H  -3.914  -1.164  0.926  0.0989
H  -0.392  0.464  -1.406  0.1328
H  -3.733  -1.186  -0.995  0.1503
H  -0.094  1.054  0.221  0.1403
H  0.930  -1.556  -1.136  0.1366
H  0.783  -1.554  0.577  0.1294
H  2.182  0.641  2.178  0.1139
H  -4.639  0.062  -0.281  0.0835
H  3.895  1.226  1.407  0.0499
H  2.360  2.047  0.569  0.1091

---

Question: electronic energy of number 1 (C32H21Br2IrN7O3)?
Answer: -7093.1941 Eh